1.
{"formula": "C6H12O4", "method": "wB97M-V/def2-TZVPD", "symbols": ["O", "C", "C", "O", "C", "C", "H", "H", "H", "H", "H", "H", "H", "H", "C", "C", "O", "O", "H", "H", "H", "H"], "coordinates": [[2.659662, -0.213411, -1.492887], [1.959646, 0.398036, -0.423708], [0.514711, 0.631927, -0.788668], [-0.188938, -0.498449, -1.216488], [0.122181, 1.955882, -1.383398], [-0.307575, 1.582707, 0.017269], [2.705488, 0.404758, -2.229044], [2.426659, 1.344525, -0.108181], [2.020834, -0.316787, 0.408178], [0.399141, -1.364679, -1.140138], [0.893328, 2.718573, -1.504386], [-0.640998, 1.937169, -2.161575], [-1.367538, 1.358819, 0.142251], [0.160716, 2.045043, 0.887161], [-2.299751, -1.438594, 0.958190], [-1.003553, -1.187396, 1.665603], [-0.894130, -0.536786, 2.682158], [0.001961, -2.176652, 1.329140], [-3.065225, -0.742615, 1.315587], [-2.142921, -1.260146, -0.114950], [-2.628880, -2.470654, 1.135611], [0.675190, -2.171268, 2.022278]], "forces_ev_per_angstrom": [[0.23, -0.04, 0.02], [-0.22, -0.08, 0.15], [-0.12, 0.09, 0.44], [1.58, -2.90, -0.33], [0.11, 0.01, -0.35], [0.07, 0.28, 0.47], [-0.08, 0.01, -0.03], [-0.13, -0.20, -0.05], [0.00, 0.18, -0.13], [-1.61, 2.93, -0.20], [-0.19, -0.22, -0.01], [0.18, 0.03, 0.26], [0.37, -0.11, -0.01], [-0.17, 0.09, -0.30], [0.11, 0.56, -0.99], [0.79, -2.31, 2.54], [0.40, -0.13, -1.62], [-1.61, 1.68, -0.20], [0.31, -0.14, 0.06], [-0.19, -0.31, 0.24], [0.28, 0.27, -0.09], [-0.11, 0.32, 0.11]], "spin_multiplicity": 1, "homo_lumo_gap_ev": 10.09, "smiles": "OCC1(O)CC1.CC(=O)O", "homo_ev": -9.4, "charge": 0}

---

2.
{"formula": "C24H38ClN2O8PS2", "method": "wB97M-V/def2-TZVPD", "symbols": ["C", "C", "C", "C", "C", "C", "C", "C", "C", "C", "C", "C", "C", "C", "C", "C", "N", "C", "O", "C", "C", "Cl", "C", "C", "P", "O", "O", "S", "C", "N", "C", "C", "O", "H", "H", "H", "H", "H", "H", "H", "H", "H", "H", "H", "H", "H", "H", "H", "H", "H", "H", "H", "H", "H", "H", "H", "H", "H", "H", "H", "H", "H", "H", "H", "H", "H", "H", "H", "H", "H", "H", "O", "S", "O", "O", "O"], "coordinates": [[-1.012559, -3.550473, 4.030581], [-0.549897, -4.511220, 2.932186], [-0.824050, -3.929848, 1.557543], [-2.282463, -3.900184, 1.139633], [-2.393806, -3.216504, -0.242494], [-3.480602, -2.158712, -0.312356], [-3.368044, -1.165471, -1.478961], [-3.024974, -1.816501, -2.820603], [-1.902296, -1.166489, -3.626151], [-0.571558, -1.040803, -2.894982], [0.584924, -0.744573, -3.856608], [1.420526, 0.515804, -3.570417], [2.859478, 0.240425, -3.147870], [2.998032, -0.763042, -2.012378], [2.691476, -0.242565, -0.575169], [2.966640, 1.229017, -0.316214], [1.876099, 2.150130, -0.708099], [0.862940, 2.234574, 0.313156], [-0.054987, 1.501993, 0.432256], [1.161861, 3.503484, 1.075830], [0.763366, 3.954205, 2.319528], [-0.213210, 2.988845, 3.331252], [1.200107, 5.205606, 2.726115], [2.002089, 6.009302, 1.897036], [2.457886, 7.625689, 2.587967], [2.803270, 8.662822, 1.441810], [1.054868, 8.185634, 3.137130], [3.828319, 7.530575, 3.921101], [2.414597, 5.540758, 0.643714], [3.240962, 6.320279, -0.227794], [1.979399, 4.272919, 0.276355], [2.265719, 3.492015, -0.960019], [2.692208, 3.894733, -1.999273], [-1.945056, -3.905922, 4.446853], [-1.151175, -2.556239, 3.620457], [-0.281035, -3.487893, 4.832430], [0.513259, -4.732509, 3.014169], [-1.069464, -5.451559, 3.081599], [-0.244039, -4.424242, 0.779838], [-0.501791, -2.885768, 1.562373], [-2.848595, -3.291537, 1.833870], [-2.733870, -4.885199, 1.139156], [-1.435507, -2.792648, -0.533228], [-2.631727, -4.009807, -0.944998], [-4.455910, -2.629362, -0.302737], [-3.429844, -1.587117, 0.610693], [-4.334366, -0.678036, -1.580581], [-2.674597, -0.372844, -1.221798], [-2.786406, -2.864385, -2.696682], [-3.903140, -1.779312, -3.458778], [-1.774174, -1.757937, -4.528865], [-2.197727, -0.154743, -3.896520], [-0.374573, -1.928850, -2.304949], [-0.691258, -0.231202, -2.184704], [0.141512, -0.590502, -4.833798], [1.213385, -1.622876, -3.949409], [1.463166, 1.071235, -4.502482], [0.916350, 1.158753, -2.866288], [3.356108, -0.168009, -4.025219], [3.384313, 1.161060, -2.934273], [4.015255, -1.143436, -1.998144], [2.362966, -1.616175, -2.202579], [1.694047, -0.530480, -0.271329], [3.354002, -0.768450, 0.103715], [3.159852, 1.358203, 0.748756], [3.862552, 1.516511, -0.847332], [0.919535, 5.543371, 3.709634], [1.987931, 8.930691, 0.996035], [0.373620, 7.504318, 3.137638], [2.703554, 6.538933, -1.057581], [4.009471, 5.753469, -0.560307], [-4.562804, -7.139591, 1.540947], [-4.488354, -6.915326, 3.019921], [-3.273404, -6.085081, 3.304846], [-4.384404, -8.221471, 3.727750], [-5.703973, -6.180456, 3.478097]], "forces_ev_per_angstrom": [[0.24, -0.39, 0.01], [0.01, 0.00, 0.08], [-0.25, -0.06, 0.09], [0.10, 0.55, -0.54], [-0.47, -0.69, 0.23], [0.32, 0.40, 0.11], [-0.36, -0.44, 0.05], [0.02, 0.35, -0.35], [-0.07, -0.18, 0.54], [0.00, 0.03, -0.02], [-0.29, 0.42, 0.03], [0.12, -0.24, -0.36], [-0.40, -0.48, -0.14], [0.16, 0.60, 0.68], [0.18, -0.21, -0.56], [-0.15, -0.57, -0.20], [-0.50, 0.16, -0.09], [0.70, 0.68, -0.02], [-0.46, -0.71, 0.32], [-0.11, -0.20, -0.02], [0.00, 0.11, -0.19], [-0.21, -0.13, 0.26], [0.16, -0.01, -0.42], [-0.25, -0.03, -0.13], [1.05, -0.22, 0.92], [-0.43, 0.16, -0.18], [-0.38, -0.02, -0.26], [-0.06, -0.10, -0.21], [-0.01, 0.03, -0.20], [-0.16, 0.08, 0.29], [-0.14, 0.34, 0.25], [-0.05, -0.45, 0.42], [0.66, 0.24, -0.46], [-0.35, 0.00, 0.05], [-0.08, 0.38, 0.01], [0.11, 0.05, 0.23], [0.32, 0.15, 0.09], [-0.32, -0.23, -0.22], [0.15, -0.27, -0.13], [0.36, 0.26, -0.06], [-0.16, -0.08, 0.47], [-0.12, -0.25, 0.20], [0.26, 0.19, -0.05], [0.15, -0.08, -0.39], [-0.25, -0.24, -0.07], [-0.08, 0.20, 0.23], [-0.17, 0.25, 0.00], [0.40, 0.09, 0.03], [0.08, -0.25, 0.14], [-0.28, -0.17, -0.12], [0.08, 0.02, -0.32], [-0.12, 0.19, -0.38], [0.03, -0.28, 0.10], [0.21, 0.20, 0.31], [-0.09, -0.10, -0.34], [0.25, -0.17, -0.09], [0.10, 0.33, -0.13], [-0.19, 0.12, 0.39], [0.21, -0.21, -0.13], [0.10, 0.40, 0.14], [0.26, -0.05, -0.09], [-0.16, -0.29, -0.03], [-0.39, 0.21, 0.08], [0.10, -0.24, 0.19], [0.08, 0.13, 0.24], [0.24, 0.27, -0.19], [0.01, 0.05, 0.27], [0.13, 0.13, -0.20], [-0.17, 0.09, 0.07], [0.03, 0.08, -0.15], [0.09, -0.09, -0.04], [0.02, 0.03, 0.09], [-0.20, 0.03, -0.25], [0.24, 0.13, 0.15], [0.04, 0.07, -0.02], [0.11, -0.05, -0.01]], "spin_multiplicity": 1, "homo_lumo_gap_ev": 0.96, "homo_ev": 0.4, "charge": -2}

---

3.
{"formula": "C2H5N3", "method": "wB97M-V/def2-TZVPD", "symbols": ["N", "C", "C", "N", "N", "H", "H", "H", "H", "H"], "coordinates": [[-2.564315, -0.011249, -0.254136], [-1.479597, 0.080899, 0.108510], [-0.021393, 0.026148, 0.400018], [0.443926, -1.273255, -0.140942], [0.379591, 1.283173, -0.120394], [-0.057374, 0.167015, 1.545929], [0.599344, -1.227290, -1.096755], [0.873266, -1.945606, 0.435654], [1.292838, 1.576630, 0.241584], [0.533713, 1.323531, -1.119465]], "forces_ev_per_angstrom": [[-0.23, 0.25, 0.14], [-0.51, -0.93, -0.43], [-2.20, -0.75, 1.38], [-0.92, 2.44, 2.09], [2.70, 1.25, -0.13], [0.93, -0.93, -1.62], [0.55, -0.39, -1.70], [0.65, -0.41, 0.37], [-0.39, -0.18, 0.17], [-0.59, -0.35, -0.26]], "spin_multiplicity": 1, "homo_lumo_gap_ev": 10.55, "smiles": "N#CC(N)N", "homo_ev": -9.8, "charge": 0}

---

4.
{"formula": "C28H43BrNO18PS", "method": "wB97M-V/def2-TZVPD", "symbols": ["N", "P", "O", "C", "C", "C", "O", "Br", "C", "O", "S", "O", "O", "O", "H", "H", "H", "H", "H", "H", "H", "O", "C", "C", "C", "C", "O", "H", "H", "H", "H", "H", "H", "O", "C", "C", "C", "C", "O", "H", "H", "H", "H", "H", "H", "O", "C", "C", "C", "C", "O", "H", "H", "H", "H", "H", "H", "O", "C", "C", "C", "C", "O", "H", "H", "H", "H", "H", "H", "O", "C", "C", "C", "C", "O", "H", "H", "H", "H", "H", "H", "O", "C", "C", "C", "C", "O", "H", "H", "H", "H", "H", "H"], "coordinates": [[1.915383, -3.078476, 2.888325], [2.108472, -1.317995, 2.498416], [3.452196, -0.727461, 3.495222], [2.574436, -1.161837, 0.616962], [1.146616, -1.448525, -0.133386], [1.251483, -2.267994, -1.548533], [1.588983, -1.653046, -2.687831], [0.824687, -4.219851, -1.642486], [3.856473, -2.154210, 0.377433], [5.012081, -1.197977, 0.325781], [4.370737, 0.006515, -0.695814], [4.407358, -0.675637, -2.083988], [4.991627, 1.423432, -0.724304], [2.892564, 0.214559, 0.127017], [1.643499, -3.605422, 2.006692], [2.825374, -3.466424, 3.273617], [4.289729, -0.739369, 2.940908], [0.691954, -0.378024, -0.403035], [0.343724, -1.957084, 0.566064], [4.198824, -2.830176, 1.297114], [3.799174, -2.957193, -0.492825], [-0.809668, 0.500437, 0.994711], [-1.068652, 1.440270, 0.261348], [-2.304838, 1.574748, -0.575270], [-1.920808, 2.674165, -1.532982], [-0.940355, 3.485856, -0.727507], [-0.281457, 2.546998, 0.121127], [-3.140557, 1.867503, 0.066354], [-2.527854, 0.643872, -1.101718], [-2.771878, 3.259168, -1.891592], [-1.415950, 2.241488, -2.405290], [-1.436282, 4.234816, -0.101183], [-0.205199, 3.986739, -1.364123], [-4.598606, 1.166954, -4.577474], [-3.453342, 0.883869, -4.887978], [-2.990081, 0.526837, -6.267865], [-1.641262, -0.091035, -5.998930], [-1.197809, 0.617315, -4.745730], [-2.397203, 0.890169, -4.022692], [-2.907918, 1.439493, -6.864625], [-3.670559, -0.185313, -6.740310], [-0.936689, 0.018543, -6.827615], [-1.761870, -1.162278, -5.796674], [-0.695655, 1.566513, -4.960275], [-0.534515, -0.005207, -4.138170], [3.178604, -3.692781, 5.172459], [2.267499, -4.154302, 5.839590], [1.156620, -3.362012, 6.459582], [0.583765, -4.342616, 7.451379], [0.874804, -5.672345, 6.806370], [2.095203, -5.485152, 6.091273], [0.431796, -3.096156, 5.685137], [1.539671, -2.467235, 6.955626], [-0.478689, -4.187101, 7.656703], [1.126997, -4.264079, 8.400982], [0.095866, -5.969292, 6.096269], [1.000034, -6.466784, 7.547857], [4.624901, 6.278752, 3.687305], [5.089677, 5.449052, 2.923262], [6.514959, 5.393428, 2.463210], [6.429333, 4.463741, 1.279252], [5.263971, 3.579284, 1.637842], [4.383040, 4.406090, 2.396875], [7.132910, 4.977159, 3.263628], [6.873906, 6.382995, 2.171104], [7.351265, 3.906573, 1.092826], [6.193675, 5.039966, 0.376233], [5.563772, 2.727367, 2.257133], [4.745956, 3.206726, 0.749314], [-2.869795, 4.461354, -4.176563], [-4.037724, 4.799045, -4.076148], [-5.198046, 4.123103, -4.741674], [-6.288555, 5.154807, -4.601016], [-5.902023, 5.872921, -3.334595], [-4.476259, 5.832036, -3.298455], [-5.435251, 3.203705, -4.199220], [-4.981024, 3.909228, -5.790756], [-7.293765, 4.726681, -4.563474], [-6.248122, 5.849702, -5.448661], [-6.288582, 5.374407, -2.439485], [-6.241184, 6.912915, -3.335516], [-0.044398, -5.790380, 0.792856], [-1.212328, -5.452688, 0.893271], [-2.372649, -6.128632, 0.227745], [-3.463158, -5.096927, 0.368403], [-3.076626, -4.378813, 1.634824], [-1.650863, -4.419698, 1.670964], [-2.609854, -7.048029, 0.770199], [-2.155627, -6.342506, -0.821337], [-4.468368, -5.525054, 0.405945], [-3.422725, -4.402033, -0.479242], [-3.463185, -4.877328, 2.529934], [-3.415788, -3.338819, 1.633903]], "forces_ev_per_angstrom": [[1.91, 0.76, -2.03], [-0.78, 1.16, 2.45], [-0.18, -1.46, -3.30], [-0.58, -1.66, -0.85], [-0.85, -0.27, -0.57], [1.92, 4.28, -5.53], [-2.33, -4.04, 7.55], [0.46, 1.75, 0.24], [0.78, -1.37, 0.65], [-2.29, 1.30, -1.53], [2.26, 2.49, -4.37], [-1.06, 2.28, 5.40], [-2.05, -5.63, 1.06], [2.96, -2.63, -0.49], [0.35, 0.54, 1.36], [-1.38, 0.38, -0.65], [-1.11, -0.04, 1.08], [1.22, -2.59, 0.59], [1.76, 0.82, -1.33], [-1.33, 1.67, -1.60], [0.19, 2.29, 1.21], [0.12, 1.44, -0.91], [0.20, -0.86, 1.29], [-0.07, -0.03, -0.50], [-0.36, 0.19, -0.73], [-0.02, 0.81, -0.35], [-0.10, -1.16, 0.43], [0.04, -0.18, 0.03], [-0.11, 0.03, 0.35], [0.27, -0.07, -0.01], [-0.18, 0.22, 0.23], [0.08, -0.06, 0.00], [0.01, -0.11, 0.31], [1.81, -0.56, 0.11], [-1.59, 0.76, 0.52], [0.11, -0.42, -0.27], [0.45, -0.54, -0.59], [0.95, -0.05, 0.09], [-1.19, -0.12, -0.25], [-0.16, -0.04, 0.05], [-0.12, 0.41, 0.03], [-0.04, -0.02, 0.19], [0.08, 0.17, -0.03], [-0.08, -0.04, 0.04], [-0.17, 0.21, 0.09], [-0.90, -1.35, 1.38], [1.27, 0.71, -1.22], [-0.10, 0.20, 0.47], [-0.51, 0.24, 0.73], [-0.45, -0.57, 0.26], [0.55, 0.68, -0.35], [0.21, 0.10, -0.07], [-0.02, 0.00, -0.44], [0.14, -0.10, -0.02], [-0.12, -0.05, -0.12], [0.08, 0.02, 0.02], [0.14, 0.02, -0.29], [0.28, -1.46, -1.29], [-0.92, 1.19, 1.54], [0.33, 0.13, -0.45], [0.66, -0.07, -0.63], [-0.14, -0.69, -0.56], [0.08, 0.90, 0.53], [-0.05, 0.17, 0.03], [-0.04, -0.09, 0.43], [-0.19, 0.01, -0.02], [0.04, -0.14, 0.11], [-0.04, 0.04, -0.02], [-0.04, 0.06, 0.40], [-1.53, 0.93, 0.42], [1.73, -0.75, -0.09], [-0.38, 0.17, -0.28], [-0.74, 0.05, -0.56], [-0.60, 0.38, 0.31], [0.75, -0.41, -0.30], [0.20, 0.04, -0.19], [0.16, -0.28, 0.32], [0.12, 0.12, 0.05], [-0.07, -0.06, 0.16], [0.05, 0.03, -0.05], [0.27, -0.13, 0.15], [-1.73, 0.90, 0.63], [1.94, -0.78, 0.16], [-0.31, 0.08, -0.42], [-0.77, 0.01, -0.52], [-0.61, 0.44, 0.32], [0.76, -0.42, -0.41], [0.16, -0.01, -0.11], [0.18, -0.24, 0.30], [0.12, 0.13, 0.04], [-0.04, -0.09, 0.15], [0.05, 0.03, -0.05], [0.27, -0.13, 0.15]], "spin_multiplicity": 1, "homo_lumo_gap_ev": 8.29, "smiles": "NP(O)[C@]1(CC(=O)Br)COS(=O)(=O)O1.O=C1CCCO1.O=C1CCCO1.O=C1CCCO1.O=C1CCCO1.O=C1CCCO1.O=C1CCCO1", "homo_ev": -8.4, "charge": 0}

---

5.
{"formula": "C3H7N3O", "method": "wB97M-V/def2-TZVPD", "symbols": ["H", "N", "C", "N", "C", "N", "C", "O", "H", "H", "H", "H", "H", "H"], "coordinates": [[-0.641299, 2.473440, 0.402116], [-1.169819, 1.666160, 0.049506], [-0.327749, 0.683780, 0.102506], [0.912201, 1.029660, 0.544066], [1.812761, 1.067130, -0.378694], [-0.695049, -0.594560, -0.261694], [-0.085189, -1.758270, 0.349416], [-2.094609, -0.734330, -0.375874], [1.608191, 0.844410, -1.441414], [2.849191, 1.335370, -0.119334], [-0.472139, -2.674740, -0.107994], [0.999821, -1.751920, 0.205736], [-0.298139, -1.789870, 1.422896], [-2.398169, 0.203740, -0.391244]], "forces_ev_per_angstrom": [[-0.70, -0.10, -0.30], [0.08, -0.71, -0.01], [-2.74, 1.16, -0.11], [3.56, -1.19, -1.17], [-0.19, 0.01, 0.90], [0.55, 0.54, -0.20], [-0.01, -0.25, 0.37], [0.27, 0.24, 0.06], [-0.06, 0.01, 0.48], [-0.57, 0.03, -0.01], [-0.04, 0.38, -0.05], [-0.27, 0.21, -0.04], [0.00, -0.11, -0.01], [0.11, -0.22, 0.10]], "spin_multiplicity": 1, "homo_lumo_gap_ev": 9.19, "smiles": "[H]/N=C(\\N=C)N(C)O", "homo_ev": -8.8, "charge": 0}

---

What is the charge in the fifth record?
0

---

Among the records above, which one has the lowest charge?
C24H38ClN2O8PS2